Entry 1:
Molecular formula: C20H29AlN2S
Method: DFT, ωB97M-V/def2-TZVPD

Structure (XYZ):
```
53
Properties=species:S:1:pos:R:3:forces:R:3
C 1.39265 2.16714 -0.97564 -0.007 -0.080 -0.032
H 2.29495 2.67286 -0.60151 -0.091 -0.329 -0.055
H 1.68115 1.58486 -1.87812 -0.129 0.108 0.504
H 1.12420 1.52246 -0.04691 0.464 1.045 -0.727
C 0.29294 3.19883 -1.26440 -0.518 0.082 0.423
H -0.63032 2.69203 -1.59771 0.271 0.106 0.011
H 0.04046 3.69235 -0.31119 0.024 -0.197 -0.274
C 0.68811 4.28488 -2.27423 0.106 -0.182 0.040
H -0.17536 4.92817 -2.46620 0.153 -0.112 0.024
H 1.49416 4.92113 -1.89045 -0.127 -0.187 -0.037
H 1.01252 3.86112 -3.22931 -0.046 0.027 0.089
C -0.82090 -1.93062 -0.17124 0.455 -0.335 -1.280
C -1.43831 -1.01011 -1.08626 0.121 -1.067 -0.425
C -0.48335 -0.69043 -2.14151 -0.081 -0.468 0.098
C 0.75449 -1.39813 -1.83394 -0.360 -0.414 0.041
C 0.53290 -2.14758 -0.60911 -1.051 -0.684 -0.711
C 1.41492 -3.23202 -0.08653 0.388 0.064 0.380
C 1.94612 -1.49474 -2.72835 0.356 0.100 -0.174
C -0.79319 -0.03894 -3.44645 -0.082 0.536 -0.360
C -2.91816 -0.81208 -1.18185 -0.262 0.594 0.315
C -1.52270 -2.71457 0.89398 0.078 0.291 0.446
Al 0.33550 -0.06210 -0.40986 -0.535 0.609 2.706
H 2.83004 -1.85833 -2.18519 -0.249 0.115 -0.229
H 1.74287 -2.20296 -3.54461 0.064 0.190 0.198
H 2.18859 -0.52222 -3.17778 -0.002 -0.301 0.007
H 2.45445 -3.08192 -0.39775 -0.174 -0.155 0.157
H 1.37194 -3.28850 1.00970 0.098 -0.030 -0.279
H 1.08733 -4.20680 -0.47839 0.031 0.320 0.054
H -2.38476 -2.17152 1.28521 0.049 -0.059 -0.018
H -1.88731 -3.68642 0.52294 0.222 0.374 -0.106
H -0.85478 -2.91902 1.73473 -0.073 -0.021 -0.045
H -3.16098 0.05871 -1.80256 -0.071 -0.210 0.242
H -3.40458 -1.69348 -1.63411 0.351 0.260 0.156
H -3.35003 -0.67392 -0.17874 -0.009 0.000 -0.414
H 0.00956 0.65013 -3.75109 -0.280 -0.196 -0.021
H -0.88550 -0.80710 -4.23206 0.042 0.223 0.284
H -1.74205 0.52509 -3.42064 0.495 -0.256 0.025
N 2.88001 -0.60686 1.32112 -0.483 0.052 0.245
C 1.80065 -0.31947 2.06995 -0.179 0.472 -0.330
N 0.60942 0.02593 1.55520 0.762 -0.163 -0.532
C -0.31457 0.35363 2.58334 0.520 0.127 0.311
C -1.62591 0.76274 2.41114 -0.213 0.082 0.120
C -2.36378 1.12927 3.55188 0.417 -0.156 -0.198
C -1.77970 1.08777 4.83248 0.285 -0.219 -0.572
C -0.45805 0.65161 4.99155 -0.090 -0.013 0.022
C 0.26220 0.29034 3.86092 -0.212 -0.054 -0.099
S 1.94739 -0.26958 3.78706 -0.937 0.226 -0.289
H 3.71340 -0.87354 1.82824 0.160 0.016 -0.603
H 2.84780 -0.57098 0.30536 0.409 -0.229 0.536
H -2.03144 0.79166 1.38782 -0.080 0.105 0.592
H -3.39660 1.45197 3.43242 0.261 -0.052 0.078
H -2.35315 1.39105 5.70200 0.066 -0.066 -0.137
H 0.02475 0.58823 5.96670 -0.310 0.111 -0.158
```
Positions in Å, forces in eV/Å.

The largest force on an atom is 2.8 eV/Å. The calculation puts the HOMO energy at -14.892 eV. As for the total charge: +2. The HOMO-LUMO gap comes out at 0.303 Eh. The value obtained for the total energy is -41609.721 eV.

Entry 2:
Molecular formula: C30H32CrN10O5S2
Method: DFT, ωB97M-V/def2-TZVPD

Structure (XYZ):
```
80
Properties=species:S:1:pos:R:3:forces:R:3
Cr 0.04830 -0.10690 0.50300 0.571 0.241 0.529
S 5.99320 -0.81160 5.03150 -0.940 0.102 -0.686
N 5.88230 -0.74700 3.43300 0.437 -0.002 -0.718
C 4.61060 -0.61400 3.08100 0.150 -0.096 1.437
C 4.09460 -0.52750 1.75140 -0.612 0.148 -0.737
C 4.86390 -0.62570 0.58570 -0.391 0.023 -0.021
C 4.21340 -0.53410 -0.63090 -0.070 0.006 0.157
C 2.83360 -0.33080 -0.67060 0.086 -0.069 -0.537
N 2.07470 -0.24900 0.42180 0.334 -0.035 -0.434
C 2.70060 -0.35380 1.61640 0.691 -0.154 0.210
C 1.83990 -0.33270 2.75410 0.397 0.030 0.639
N 0.52730 -0.21400 2.46840 -0.532 0.165 0.121
C -0.32960 -0.24120 3.48070 -0.574 0.020 0.208
C 0.06070 -0.36910 4.81100 0.189 0.040 -0.057
C 1.40320 -0.46330 5.12360 -0.123 -0.034 -0.358
C 2.32900 -0.45350 4.07300 -0.844 0.115 -0.474
C 3.74480 -0.57630 4.22230 1.501 -0.114 -0.220
N 4.42690 -0.68090 5.35550 -0.594 0.032 0.605
H 5.92860 -0.79130 0.66200 0.103 0.014 -0.050
H 4.75870 -0.64020 -1.55480 0.006 0.079 -0.136
H 2.32680 -0.25940 -1.62690 0.016 0.032 -0.026
H -1.37860 -0.16300 3.22630 -0.079 0.022 0.062
H -0.69400 -0.39060 5.58030 -0.088 0.016 0.058
H 1.75380 -0.56410 6.13910 -0.002 0.010 0.144
C 3.53850 9.65240 2.42670 0.410 0.466 0.107
C 2.26200 8.95010 2.06340 -0.014 -1.395 0.003
S 2.60310 7.14240 2.15690 -0.922 0.248 -0.024
O 3.47940 6.74660 1.08910 0.302 0.018 -0.624
O 2.97550 6.78530 3.49010 -0.071 0.056 0.594
C 0.99970 6.22640 1.83850 0.737 0.605 0.048
C 1.00480 5.62750 0.43910 0.559 0.942 -0.045
N 0.39430 4.31160 0.41100 -0.468 -0.687 -0.132
C 0.98830 3.10680 0.52040 0.350 0.295 0.013
N 0.09320 2.11130 0.40500 0.006 -0.957 -0.025
C -1.10810 2.71520 0.22540 -0.709 1.083 -0.163
C -0.94640 4.07440 0.24070 0.256 -1.499 0.067
N -2.00290 5.03910 0.15160 0.120 -0.158 0.064
O -3.10630 4.55580 0.06790 -0.561 -0.067 -0.105
O -1.72060 6.20790 0.18910 -0.076 0.437 0.010
C 2.43940 2.92750 0.73080 0.198 0.030 0.024
H 3.38420 10.73380 2.39190 -0.032 -0.127 -0.005
H 4.33330 9.40970 1.72420 0.052 -0.014 0.025
H 3.85020 9.39110 3.43620 0.052 0.003 -0.019
H 1.94080 9.14140 1.04340 -0.127 0.035 -0.083
H 1.46560 9.12770 2.78050 -0.158 0.045 0.003
H 0.16870 6.90420 2.00710 -0.116 0.007 0.062
H 1.01550 5.46170 2.61290 -0.013 0.003 0.069
H 2.04010 5.56640 0.09200 -0.238 -0.152 -0.032
H 0.44800 6.27000 -0.24580 0.242 -0.257 0.048
H -2.02920 2.19780 0.06680 -0.025 0.019 0.048
H 2.97810 3.85970 0.58050 0.077 -0.019 0.023
H 2.82020 2.18340 0.03490 0.104 0.103 -0.019
H 2.64210 2.59010 1.74790 0.009 0.023 0.069
N 2.72150 -5.73430 -0.91580 0.594 -0.339 -0.217
C 1.80290 -5.14060 -0.58730 -0.099 0.105 0.034
C 0.68220 -4.37980 -0.16050 -0.551 0.323 0.157
C -0.56740 -4.96480 0.03990 0.200 0.336 0.069
C -1.58250 -4.14860 0.51320 0.068 0.216 0.045
C -1.33280 -2.80100 0.72160 -0.476 -0.203 0.073
N -0.15060 -2.21930 0.47110 0.164 0.251 -0.148
C 0.83780 -3.01330 0.05780 0.396 -0.340 -0.106
H -0.71750 -6.01540 -0.15650 -0.046 -0.099 0.022
H -2.56260 -4.55110 0.71730 -0.071 0.013 0.048
H -2.11610 -2.16090 1.10810 -0.027 -0.004 -0.056
H 1.80720 -2.56850 -0.11210 -0.029 -0.044 -0.026
C -5.24580 0.06890 -0.68270 -0.809 -0.021 -0.549
N -3.89700 0.16840 -0.15750 1.215 -0.199 -0.175
C -3.82450 0.75160 1.16890 0.092 0.183 0.561
C -2.80940 -0.12540 -0.85080 -1.060 -0.003 -0.291
C -2.88460 -0.52480 -2.29010 0.083 0.019 0.024
O -1.65530 -0.05950 -0.31260 0.734 0.169 0.654
H -5.94140 0.03160 0.15370 0.089 -0.036 -0.040
H -5.38320 -0.83130 -1.27740 0.029 0.030 0.080
H -5.49570 0.94290 -1.28710 0.038 -0.018 0.026
H -4.14330 1.79680 1.11650 0.057 -0.055 0.050
H -2.80900 0.69980 1.56240 -0.197 0.065 -0.041
H -4.49940 0.22550 1.84190 0.023 -0.047 -0.022
H -3.88890 -0.48650 -2.69420 0.024 0.008 -0.012
H -2.48030 -1.53020 -2.42010 -0.011 -0.010 0.072
H -2.25240 0.15150 -2.86930 -0.008 0.022 0.051
```
Positions in Å, forces in eV/Å.

The largest force on an atom is 1.5 eV/Å. As for the relative energy (zero: lowest compared OMol25 entry of this formula, charge and spin): 87.8 kJ/mol. The calculation puts the HOMO energy (spin up / spin down) at -16.275 / -16.275 eV. As for the total charge: +3. The HOMO-LUMO gap (spin up / spin down) comes out at 0.168 / 0.186 Eh. The value obtained for the total energy is -106831.944 eV. Its spin multiplicity is 2.

Entry 3:
Molecular formula: CH18O8
Method: DFT, ωB97M-V/def2-TZVPD

Structure (XYZ):
```
27
Properties=species:S:1:pos:R:3:forces:R:3
C -1.18666 0.30529 -0.54217 0.113 -0.027 1.147
O -0.70265 -0.90905 -1.10861 0.163 0.584 -0.849
H -0.37484 1.00409 -0.34033 0.210 -0.445 -0.085
H -1.91257 0.90186 -1.09467 -0.125 -0.543 -0.511
H -1.62256 0.00493 0.41065 -0.290 0.622 0.067
H -1.43247 -1.36296 -1.53632 -0.090 -0.131 0.095
O -1.66414 -2.08469 1.99741 -0.344 -0.139 0.064
H -0.75332 -2.29211 2.20622 0.310 -0.190 -0.095
H -1.64304 -1.17101 1.71284 -0.067 0.201 0.231
O 1.61415 -0.12132 1.61646 -0.137 0.475 -0.084
H 2.34559 -0.47129 2.12512 0.200 -0.075 0.114
H 1.30305 -0.86510 1.10047 -0.119 -0.544 -0.087
O 0.66058 -2.95429 0.31565 0.285 -0.193 0.576
H 1.48930 -3.23236 -0.07440 0.289 -0.105 -0.138
H 0.38704 -2.20374 -0.21167 -0.489 0.367 -0.522
O -0.12452 3.23025 -1.28567 0.120 -0.176 0.048
H -0.82404 3.57358 -1.84158 -0.160 0.041 -0.239
H 0.13591 3.97325 -0.74129 0.152 0.210 0.193
O -3.09063 1.14125 2.80054 -0.090 -0.209 -0.155
H -2.82255 1.78421 2.14406 0.055 0.183 -0.173
H -2.83986 1.53340 3.63694 0.075 0.023 0.262
O 2.35250 -1.40443 -2.32823 0.084 -0.560 0.152
H 2.78228 -0.63661 -2.70502 0.121 0.417 0.072
H 1.52178 -1.46976 -2.79926 -0.272 0.023 -0.040
O 2.48388 1.27490 -1.32257 0.331 0.186 -0.269
H 1.74458 1.87999 -1.38218 -0.299 0.288 -0.068
H 2.17312 0.57176 -0.75226 -0.025 -0.280 0.294
```
Positions in Å, forces in eV/Å.

The largest force on an atom is 1.2 eV/Å. As for the relative energy (zero: lowest compared OMol25 entry of this formula, charge and spin): 35.6 kJ/mol. The calculation puts the HOMO energy at -10.733 eV. The HOMO-LUMO gap comes out at 0.398 Eh. The value obtained for the total energy is -17708.712 eV. As for the SMILES: CO.O.O.O.O.O.O.O.